Version 1
The following is a DFT calculation (ωB97M-V/def2-TZVPD) of C3H6N2S3 in the gas phase.

Last column: natural (NBO) charge in e.
Geometry (Å):
C  -1.956  -0.380  -1.059  -0.753
S  -0.284  -0.956  -1.343  0.177
C  0.613  0.032  -0.090  -0.081
N  0.805  -0.494  1.062  -0.155
N  0.467  -1.735  1.271  -0.588
C  0.949  1.474  -0.194  -0.326
S  0.610  2.469  -1.394  0.047
S  1.981  1.930  1.182  0.078
H  -2.010  0.728  -1.133  0.242
H  -2.633  -0.977  -1.672  0.239
H  -2.191  -0.685  0.026  0.217
H  0.989  -2.156  2.102  0.384
H  0.254  -2.390  0.507  0.383
H  2.406  3.142  0.736  0.136

The calculation puts the HOMO energy at -0.3144 Eh. The HOMO-LUMO gap comes out at 8.02 eV. The total charge is 0.

---

Version 2
The following is a DFT calculation (ωB97M-V/def2-TZVPD) of 2 unconnected molecules or ions with the total composition C3H6N2S3.

Last column: natural (NBO) charge in e.
Geometry (Å):
C  -1.968  0.644  0.459  0.044
C  -1.317  -0.604  0.777  -0.422
C  -2.232  -1.764  0.620  -0.407
H  -4.354  1.976  -0.853  0.356
H  -3.001  2.686  -0.704  0.336
H  -1.154  1.385  -0.051  0.118
H  -0.608  -0.795  1.649  0.254
H  -1.915  -2.665  1.129  0.214
H  -3.410  -1.793  0.522  0.260
N  -3.558  2.111  -0.216  -0.615
N  -3.174  0.924  0.279  -0.231
S  4.295  0.426  0.394  -0.003
S  2.563  0.216  -0.460  0.001
S  -0.942  -1.374  -0.764  0.097

The calculation puts the HOMO energy at -0.3097 Eh. The HOMO-LUMO gap comes out at 5.76 eV. The total charge is 0.

---

Which structure loses on stability? version 2 does.

---

Version 1
The following is a DFT calculation (ωB97M-V/def2-TZVPD) of C4H8N2O2 in the gas phase.

Last column: natural (NBO) charge in e.
Geometry (Å):
C  -1.027  -1.609  -0.016  -0.430
N  -0.546  -0.370  0.585  -0.331
N  -1.310  0.741  0.133  -0.464
C  -0.497  1.820  -0.171  0.012
C  0.793  1.537  -0.290  -0.404
C  1.002  0.041  0.019  0.625
O  1.864  -0.293  1.038  -0.703
O  1.352  -0.689  -1.117  -0.688
H  -2.062  -1.807  0.417  0.215
H  -0.959  -1.643  -1.093  0.191
H  -0.092  -2.229  0.304  0.190
H  -2.118  0.939  0.708  0.373
H  -1.034  2.696  -0.464  0.213
H  1.653  2.102  -0.922  0.248
H  1.596  0.314  1.734  0.487
H  1.386  -1.550  -0.864  0.467

The calculation puts the HOMO energy at -0.2967 Eh. The HOMO-LUMO gap comes out at 8.98 eV. The total charge is 0.

---

Version 2
The following is a DFT calculation (ωB97M-V/def2-TZVPD) of C4H8N2O2 in the gas phase.

Last column: natural (NBO) charge in e.
Geometry (Å):
C  0.097  -0.842  0.581  0.316
C  -0.708  -0.419  -0.573  0.071
N  -2.029  1.234  0.593  -0.815
C  -1.709  0.485  -0.509  0.009
C  2.542  0.267  -0.277  0.024
O  -0.185  -0.430  1.800  -0.831
O  -0.344  -0.909  -1.829  -0.706
N  1.606  0.129  0.543  -0.522
H  1.227  0.392  1.568  0.481
H  -0.065  -1.831  -1.771  0.469
H  0.467  -1.879  0.466  0.129
H  -1.618  0.884  1.455  0.426
H  -2.976  1.570  0.657  0.375
H  -2.213  0.750  -1.431  0.198
H  2.419  -0.125  -1.283  0.198
H  3.488  0.724  0.012  0.180

The calculation puts the HOMO energy at -0.2710 Eh. The HOMO-LUMO gap comes out at 7.85 eV. The total charge is 0.

---

Which structure loses on stability? version 2 does.

---

Version 1
The following is a DFT calculation (ωB97M-V/def2-TZVPD) of C2H3Cl2N in the gas phase.

Last column: natural (NBO) charge in e.
Geometry (Å):
H  -0.354  -2.333  -0.995  0.370
N  -0.065  -1.668  -0.295  -0.616
C  -0.209  -0.426  -0.440  0.145
C  0.172  0.665  0.697  -0.271
Cl  1.602  1.624  0.127  -0.047
Cl  -1.176  1.722  0.713  0.036
H  -0.450  0.265  -1.327  0.160
H  0.481  0.151  1.521  0.224

The calculation puts the HOMO energy at -0.3755 Eh. The HOMO-LUMO gap comes out at 11.03 eV. The total charge is 0.

---

Version 2
The following is a DFT calculation (ωB97M-V/def2-TZVPD) of C2H3Cl2N in the gas phase.

Last column: natural (NBO) charge in e.
Geometry (Å):
Cl  -0.283  -2.191  -1.368  0.013
C  -0.508  -0.892  -0.236  -0.128
C  0.650  0.109  -0.072  -0.253
N  0.461  -1.016  0.799  -0.378
Cl  0.050  -0.877  2.557  0.067
H  -1.472  -0.609  0.213  0.236
H  1.462  -0.005  -0.757  0.221
H  0.482  1.157  0.350  0.222

The calculation puts the HOMO energy at -0.3570 Eh. The HOMO-LUMO gap comes out at 9.89 eV. The total charge is 0.

---

Version 3
The following is a DFT calculation (ωB97M-V/def2-TZVPD) of 2 unconnected molecules or ions with the total composition C2H3Cl2N.

Last column: natural (NBO) charge in e.
Geometry (Å):
C  -0.397  0.782  -0.218  -0.035
C  2.165  -0.888  0.849  -0.253
N  0.832  0.579  0.031  -0.367
Cl  3.436  -0.852  -0.245  0.003
Cl  1.855  1.945  0.074  0.149
H  -1.044  -0.084  -0.238  0.202
H  -0.832  1.763  -0.384  0.190
H  1.517  -1.743  0.571  0.112

The calculation puts the HOMO energy at -0.2967 Eh. The HOMO-LUMO gap comes out at 8.25 eV. The total charge is 0.

---

Which structure loses on stability? version 3 does.

---

Version 1
The following is a DFT calculation (ωB97M-V/def2-TZVPD) of C4H10N2O2 in the gas phase.

Last column: natural (NBO) charge in e.
Geometry (Å):
H  -2.467  0.826  0.130  0.367
N  -2.150  1.289  1.079  -0.774
C  -0.992  0.866  1.623  0.683
N  -0.431  1.238  2.876  -0.865
O  -0.060  -0.101  1.059  -0.586
C  -0.791  -0.890  -0.011  0.212
O  -0.507  -0.148  -1.200  -0.544
C  0.830  0.201  -1.108  -0.122
C  1.576  -0.955  -1.959  -0.707
H  0.451  0.614  2.842  0.426
H  -0.579  2.359  2.958  0.435
H  -0.563  -1.947  -0.037  0.191
H  -1.963  -0.775  0.121  0.187
H  1.287  1.227  -1.611  0.214
H  1.342  0.133  -0.037  0.229
H  2.619  -0.919  -2.267  0.220
H  0.565  -0.876  -2.748  0.223
H  1.834  -2.144  -1.709  0.208

The calculation puts the HOMO energy at -0.3459 Eh. The HOMO-LUMO gap comes out at 10.17 eV. The total charge is 0.

---

Version 2
The following is a DFT calculation (ωB97M-V/def2-TZVPD) of 2 unconnected molecules or ions with the total composition C4H10N2O2.

Last column: natural (NBO) charge in e.
Geometry (Å):
O  0.043  -2.413  -0.946  -0.523
C  0.145  -1.413  -1.706  0.534
N  -0.357  -1.285  -2.896  -0.711
C  0.828  1.065  2.982  -0.250
O  0.113  0.673  1.949  -0.575
C  0.903  -0.201  -1.162  -0.327
N  -0.145  0.762  -0.684  -0.296
C  -1.548  0.270  -0.575  -0.455
H  -0.768  -2.008  -3.368  0.354
H  0.396  0.670  3.956  0.216
H  0.891  2.232  3.104  0.130
H  1.897  0.762  2.901  0.177
H  1.513  -0.515  -0.323  0.254
H  1.502  0.318  -1.942  0.266
H  0.118  1.007  0.288  0.424
H  -2.304  0.992  -0.283  0.239
H  -1.453  -0.601  0.144  0.289
H  -1.774  -0.315  -1.440  0.254

The calculation puts the HOMO energy at -0.3186 Eh. The HOMO-LUMO gap comes out at 3.91 eV. The total charge is 0.

---

Version 3
The following is a DFT calculation (ωB97M-V/def2-TZVPD) of 2 unconnected molecules or ions with the total composition C4H10N2O2.

Last column: natural (NBO) charge in e.
Geometry (Å):
N  -0.750  -2.757  -0.608  -0.491
O  -0.707  -1.397  -1.012  -0.414
C  0.581  -0.886  -1.235  0.867
N  0.511  0.294  -1.885  -0.830
O  1.574  -1.529  -1.015  -0.648
H  0.098  -3.197  -0.975  0.358
H  -0.657  -2.758  0.410  0.336
H  -0.377  0.765  -1.917  0.415
H  1.372  0.787  -2.048  0.410
C  -1.115  1.861  0.377  -0.438
C  -0.606  0.853  1.064  -0.152
C  0.716  0.875  1.757  -0.657
H  -0.571  2.781  0.225  0.188
H  -2.086  1.805  -0.088  0.200
H  -1.147  -0.107  1.132  0.200
H  1.219  1.827  1.601  0.209
H  0.590  0.712  2.827  0.222
H  1.356  0.071  1.390  0.226

The calculation puts the HOMO energy at -0.3561 Eh. The HOMO-LUMO gap comes out at 10.58 eV. The total charge is 0.

---

Version 4
The following is a DFT calculation (ωB97M-V/def2-TZVPD) of 2 unconnected molecules or ions with the total composition C4H10N2O2.

Last column: natural (NBO) charge in e.
Geometry (Å):
C  -0.940  -0.105  -1.745  -0.751
C  -1.709  -1.335  -1.338  0.676
N  -2.505  -1.229  -0.195  -0.842
O  -1.465  -2.424  -1.789  -0.594
H  -0.413  0.300  -0.889  0.239
H  -1.374  0.652  -2.394  0.242
H  -0.138  -0.500  -2.381  0.241
H  -3.003  -2.099  -0.108  0.396
H  -3.015  -0.366  -0.040  0.389
C  2.507  1.171  0.724  -0.726
C  1.364  1.106  1.684  0.668
N  0.459  0.090  1.474  -0.833
O  1.269  1.873  2.621  -0.603
H  3.272  1.831  1.115  0.246
H  2.265  1.542  -0.276  0.234
H  2.945  0.190  0.536  0.221
H  -0.261  -0.067  2.150  0.408
H  0.743  -0.628  0.852  0.388

The calculation puts the HOMO energy at -0.3655 Eh. The HOMO-LUMO gap comes out at 10.54 eV. The total charge is 0.

---

Which structure loses on stability? version 2 does.

---

Version 1
The following is a DFT calculation (ωB97M-V/def2-TZVPD) of 2 unconnected molecules or ions with the total composition C4H10N2O2.

Last column: natural (NBO) charge in e.
Geometry (Å):
C  -1.970  -2.408  -1.312  -0.711
C  -1.761  -0.932  -1.166  0.512
O  -2.463  -0.202  -2.126  -0.711
N  -1.102  -0.165  -0.404  -0.234
O  -0.468  -0.759  0.715  -0.594
H  -1.465  -2.938  -0.453  0.254
H  -2.944  -2.669  -1.124  0.237
H  -1.888  -2.629  -2.372  0.251
H  -2.222  0.706  -2.252  0.495
H  -0.193  -0.066  1.286  0.495
C  2.758  0.848  1.968  -0.062
N  1.570  1.135  1.640  -0.419
C  1.441  2.014  0.457  -0.447
H  2.731  0.127  2.900  0.169
H  3.759  1.152  1.655  0.167
H  0.615  2.832  0.580  0.205
H  2.409  2.497  0.390  0.173
H  1.193  1.457  -0.383  0.217

The calculation puts the HOMO energy at -0.3293 Eh. The HOMO-LUMO gap comes out at 9.90 eV. The total charge is 0.

---

Version 2
The following is a DFT calculation (ωB97M-V/def2-TZVPD) of 2 unconnected molecules or ions with the total composition C4H10N2O2.

Last column: natural (NBO) charge in e.
Geometry (Å):
N  -0.703  1.898  -1.352  -0.864
C  -1.544  1.937  -0.265  0.873
O  -1.541  2.767  0.590  -0.586
O  -2.447  0.903  -0.257  -0.693
H  -0.462  0.971  -1.662  0.385
H  0.054  2.556  -1.297  0.404
H  -2.677  0.740  -1.190  0.481
C  1.844  -2.939  -1.061  -0.516
C  1.689  -2.582  0.216  0.016
N  0.982  -1.455  0.635  -0.599
C  1.590  -0.616  1.662  -0.410
H  1.392  -2.372  -1.867  0.180
H  2.268  -3.885  -1.346  0.208
H  2.090  -3.189  1.019  0.189
H  0.761  -0.909  -0.188  0.348
H  0.840  0.082  2.028  0.208
H  1.919  -1.225  2.501  0.201
H  2.447  -0.048  1.287  0.174

The calculation puts the HOMO energy at -0.3095 Eh. The HOMO-LUMO gap comes out at 8.77 eV. The total charge is 0.

---

Version 3
The following is a DFT calculation (ωB97M-V/def2-TZVPD) of C4H10N2O2 in the gas phase.

Last column: natural (NBO) charge in e.
Geometry (Å):
C  2.386  1.526  0.440  -0.085
N  1.522  0.876  1.131  -0.247
N  0.134  0.906  0.595  -0.508
C  -0.057  -0.075  -0.421  0.650
C  0.410  -1.483  -0.091  -0.681
O  0.481  0.355  -1.638  -0.728
O  -1.578  -0.004  -0.652  -0.581
C  -2.411  -0.382  0.427  -0.252
H  3.422  1.599  0.803  0.186
H  2.164  2.039  -0.512  0.171
H  -0.057  1.804  0.148  0.360
H  -0.087  -2.203  -0.750  0.224
H  0.167  -1.757  0.938  0.232
H  1.490  -1.587  -0.234  0.237
H  -0.007  -0.162  -2.299  0.487
H  -2.450  0.400  1.191  0.179
H  -2.103  -1.328  0.885  0.165
H  -3.426  -0.524  0.037  0.189

The calculation puts the HOMO energy at -0.3524 Eh. The HOMO-LUMO gap comes out at 10.52 eV. The total charge is 0.

---

Which structure loses on stability? version 1 does.